Here is C3H9N2O as an isolated structure from the Open Molecules 2025 dataset. Energies are from the ωB97M-V functional and the def2-TZVPD basis.

Properties
- LUMO level (eV) = -4.6
- net charge = +1
- total energy (a.u.) = -304.089993

```
15
Properties=species:S:1:pos:R:3:mulliken_charge:R:1
C 1.46233 1.29111 -0.41669 -0.222
C -0.17062 0.44365 0.32336 0.264
C -0.42769 -0.79702 -0.38833 -0.514
N -0.56733 0.69428 1.54553 -0.244
N -1.26729 -1.67961 0.42564 -0.706
O 1.86637 2.55395 -0.91789 -0.424
H 1.99296 0.92753 0.43279 0.368
H 1.21481 0.69387 -1.29302 0.233
H 0.42852 -1.35133 -0.60299 0.498
H -0.89255 -0.50417 -1.42312 0.343
H -0.68115 1.56476 2.05201 0.273
H -0.93723 -0.20856 2.01981 0.319
H 1.88652 2.56085 -1.81766 0.334
H -1.19214 -2.72755 0.20360 0.254
H -2.25041 -1.48569 0.41528 0.223
```